{
  "formula": "C36H52AlN9O2Sb",
  "method": "the ωB97M-V functional and the def2-TZVPD basis",
  "orbital_gap_ev": 7.8,
  "spin_multiplicity": 1,
  "max_force_ha_per_bohr": 0.007,
  "charge": 1,
  "e_homo_ev": -9.7,
  "lumo_energy_ev": -1.87,
  "symbols": ["H", "C", "C", "H", "C", "H", "N", "N", "H", "H", "C", "N", "H", "H", "H", "H", "C", "H", "H", "H", "H", "H", "H", "H", "N", "Sb", "C", "C", "N", "H", "H", "N", "Al", "H", "O", "H", "H", "H", "H", "H", "N", "H", "H", "C", "C", "H", "N", "C", "H", "C", "C", "H", "C", "C", "C", "C", "C", "C", "H", "H", "H", "C", "H", "H", "H", "C", "C", "H", "C", "C", "C", "C", "C", "N", "H", "C", "H", "C", "H", "H", "H", "C", "H", "C", "H", "H", "C", "H", "H", "C", "H", "H", "H", "C", "C", "C", "O", "C", "H", "H", "H"],
  "xyz": [[1.3167, -6.3785, -1.0507], [0.2569, 0.2748, 1.8026], [-2.6090, -0.1900, -0.8438], [1.1952, -3.2692, -3.2097], [-3.8929, 4.7233, 1.7623], [-0.4307, -6.5407, -0.8834], [-0.4512, 3.0328, -0.0519], [1.8662, 2.1259, 2.8177], [-1.4595, -2.3603, 2.1316], [-5.9112, 4.4968, 2.4612], [3.1815, 5.2036, -0.3821], [1.9479, 0.8536, 4.7406], [0.3286, -6.8057, -2.4474], [2.2761, -4.5065, -2.5502], [2.5068, -5.4202, 1.0250], [3.5007, -2.5744, 2.0488], [1.2705, -4.3245, -2.9291], [3.0899, -5.1388, -0.6165], [-4.9499, 5.6399, 3.3957], [0.0188, -6.3160, 1.1617], [-4.3387, -1.0392, -1.6939], [4.0563, -4.6188, 0.7577], [-4.1477, -1.3654, 0.0383], [-2.7214, -3.7952, 0.4645], [0.6919, 1.2875, -1.8816], [0.2563, -3.2696, -0.2688], [-0.1270, -5.5539, 1.9279], [-0.7976, -4.2999, 1.3760], [-0.0713, 0.4204, 0.7027], [0.1115, 5.4061, 1.0188], [-2.8009, -4.9922, 1.7556], [-2.7031, 3.6376, -1.5746], [-0.9489, 1.4057, -0.8335], [3.0271, -0.5028, -3.3164], [-1.6303, -0.1551, -1.6696], [-3.5144, 3.8678, -4.7062], [-4.7340, 4.5916, -0.2059], [-0.7646, -5.9885, 2.7071], [2.1853, 6.6474, 0.8509], [-5.5570, 6.0899, 1.8011], [1.8243, 1.9601, -1.5647], [2.5796, 1.4939, 5.1848], [1.6806, 0.0123, 5.2213], [2.3702, -3.3360, 0.3778], [0.3628, -6.1883, -1.5417], [3.1106, -2.7533, -1.6036], [-2.1383, 2.5118, -2.0603], [-0.9291, -3.2498, 2.4839], [-3.1272, -2.2116, -1.1742], [-2.4075, 2.4862, -3.3590], [2.8859, 1.3232, -2.0987], [2.7084, -1.3938, -0.5488], [-2.7601, 4.4466, 2.5215], [1.4794, 1.0391, 3.5026], [-3.3270, 4.3125, -2.5583], [-5.1449, 5.2707, 2.3904], [0.7405, 3.7181, -0.1439], [-1.5619, 3.6428, 0.5787], [2.5264, 2.7811, 3.1974], [1.1538, -4.9155, -3.8447], [1.4965, 2.3145, 1.8970], [-3.6204, -1.2787, -0.9074], [-1.4985, -3.6663, 3.3227], [-1.2504, -5.1691, -3.4753], [-2.2082, -5.4614, 0.1655], [-1.1731, -4.5208, -2.5951], [-3.1577, 3.6060, -3.7266], [3.8885, 1.6752, -1.9462], [2.4482, -2.7242, 1.7778], [-2.2056, -4.6560, 0.8990], [0.1888, -4.7221, -1.9248], [2.1095, 5.6838, 0.3609], [-3.8530, 4.4332, 0.4050], [0.6381, 0.1238, 3.0344], [-1.3031, -3.4881, -2.9311], [-1.6251, 3.9029, 1.9435], [-0.7597, 3.6771, 2.5554], [3.0290, -4.7103, 0.3838], [-2.0435, 1.6706, -3.9622], [4.4923, 6.4413, -1.5591], [-3.8274, 5.2434, -2.3550], [3.1272, -2.4034, -0.5701], [4.1771, -2.3386, -0.2588], [3.0105, 3.9786, -1.0013], [0.0389, -2.9249, 2.8705], [2.0043, -3.3621, 2.5410], [4.4472, 5.9970, -0.5630], [-2.7739, 4.6443, 3.5862], [0.3085, -0.4744, -2.9250], [-2.7056, 3.9180, -0.1753], [4.5047, 6.8077, 0.1618], [3.8106, 3.6157, -1.6314], [0.8394, -5.3431, 2.3842], [1.0569, 0.2348, -2.6152], [2.4345, 0.2232, -2.7896], [0.9315, 4.9730, 0.4651], [-2.6561, 0.7498, -0.0037], [1.8452, 3.2255, -0.8782], [5.3333, 5.3734, -0.4408], [1.9549, -1.7501, 1.8214], [-2.0034, -4.7685, -1.9330]],
  "forces_ev_per_angstrom": [[-0.005, -0.006, 0.007], [0.020, 0.172, 0.084], [0.035, -0.010, -0.060], [0.009, 0.004, 0.001], [-0.013, 0.011, 0.006], [-0.047, 0.016, -0.018], [-0.138, 0.102, 0.112], [0.016, -0.015, 0.032], [-0.020, -0.004, 0.002], [-0.004, 0.003, 0.002], [0.009, 0.007, 0.007], [0.016, -0.022, -0.006], [0.003, -0.005, 0.000], [0.002, -0.018, -0.007], [0.020, 0.007, -0.024], [0.009, -0.007, -0.007], [-0.017, -0.022, -0.011], [0.002, -0.007, -0.006], [-0.003, 0.003, 0.000], [0.013, 0.026, 0.066], [0.001, 0.007, -0.002], [0.002, -0.006, 0.004], [-0.001, -0.003, 0.002], [0.016, -0.019, 0.006], [0.129, 0.108, -0.062], [0.000, -0.060, 0.014], [-0.025, 0.000, -0.009], [0.051, 0.048, 0.009], [-0.017, -0.158, -0.116], [0.009, 0.001, -0.011], [-0.003, -0.010, -0.008], [-0.050, -0.028, -0.009], [-0.203, -0.244, 0.204], [0.002, 0.007, 0.000], [-0.091, -0.115, -0.027], [-0.004, 0.003, 0.003], [-0.001, -0.002, 0.002], [0.009, -0.004, 0.011], [-0.002, 0.002, -0.003], [-0.002, 0.000, 0.001], [0.002, 0.009, -0.008], [-0.004, 0.006, -0.009], [-0.012, 0.009, 0.006], [-0.052, 0.002, 0.034], [-0.009, 0.015, -0.048], [0.004, 0.025, 0.021], [0.039, 0.123, -0.035], [0.047, 0.010, 0.020], [-0.017, 0.005, -0.005], [0.042, -0.028, -0.003], [-0.022, -0.009, 0.008], [0.007, -0.030, 0.007], [0.013, -0.015, -0.016], [-0.075, -0.003, 0.027], [0.019, 0.011, 0.017], [0.009, -0.011, -0.001], [0.029, -0.080, -0.053], [0.035, 0.021, -0.076], [-0.005, 0.010, -0.017], [-0.001, 0.004, -0.003], [0.003, 0.007, -0.006], [-0.003, 0.014, -0.010], [-0.014, -0.003, -0.005], [0.000, 0.002, -0.001], [0.023, -0.043, -0.034], [0.030, 0.006, -0.007], [0.004, -0.004, -0.019], [0.005, -0.007, -0.012], [0.064, -0.018, -0.061], [0.013, 0.047, -0.010], [0.007, 0.009, 0.047], [-0.009, -0.003, 0.008], [-0.030, 0.010, -0.008], [0.088, 0.027, -0.080], [-0.012, 0.000, 0.007], [-0.020, 0.007, 0.033], [0.000, -0.005, -0.003], [0.013, 0.005, -0.020], [-0.005, 0.002, -0.003], [0.004, 0.005, 0.002], [-0.006, -0.002, -0.003], [-0.003, 0.000, 0.029], [0.005, -0.002, -0.005], [0.004, -0.022, -0.014], [-0.125, -0.015, -0.002], [0.023, -0.048, -0.004], [-0.011, -0.007, -0.002], [0.003, -0.002, 0.002], [0.001, -0.003, -0.017], [0.049, 0.002, 0.034], [0.002, 0.001, 0.000], [0.009, 0.012, 0.010], [0.026, 0.041, 0.021], [-0.040, 0.030, 0.048], [0.016, -0.002, -0.034], [0.016, 0.024, 0.002], [0.119, 0.119, -0.004], [-0.024, 0.035, 0.039], [0.000, -0.003, -0.003], [0.016, -0.047, 0.017], [-0.020, -0.006, 0.013]]
}